Computed, not measured: a 2-piece molecular cluster, C4H9NO2 overall, with ωB97M-V with the def2-TZVPD basis set.

Structure (XYZ):
```
16
Properties=species:S:1:pos:R:3
C -0.08644 -1.33390 -0.10264
C -0.21674 1.27277 -2.25514
C -0.39222 -1.68302 2.29573
C 0.97608 1.77653 -1.56054
N -0.22345 -0.96319 1.07791
O -0.15094 0.37243 1.52648
O 0.96292 1.99288 -0.36499
H 0.02128 -2.42568 -0.17280
H -0.34517 0.15765 -2.24738
H -1.04784 1.79864 -1.64058
H -0.33178 1.70241 -3.29750
H -0.61648 -2.78343 2.34507
H -1.21254 -1.17964 2.78365
H 0.57864 -1.49507 2.97642
H 1.90865 1.91845 -2.05177
H 0.17604 0.87217 0.68809
```

Frontier orbital gap: 9.38 eV
Electronic energy: -362.8749 a.u.
Highest occupied orbital energy: -8.370 eV
Spin multiplicity: 1
Net charge: 0
Molar mass: 103.12 g/mol
E_LUMO: 1.008 eV

Computed, not measured: C4H9NO2 as an isolated structure, with ωB97M-V with the def2-TZVPD basis set.

Structure (XYZ):
```
16
Properties=species:S:1:pos:R:3
C 0.63036 0.27327 0.08845
C 0.41620 -0.34344 -1.30586
C 0.50841 -0.58972 1.51816
N -0.85050 0.00126 -1.90339
C -0.90269 -0.18323 1.15904
O 0.80181 1.64625 0.16498
O -1.77285 -0.99736 0.80924
H -0.07019 2.06253 0.21078
H 1.65060 -0.17592 0.44302
H -1.61345 -0.38691 -1.35842
H -0.96894 1.00201 -2.00298
H 0.47165 -1.42855 -1.21038
H 1.22203 0.00489 -1.95759
H 0.96632 -0.01925 2.32292
H 0.69690 -1.65470 1.39942
H -1.18564 0.78888 1.62260
```

Frontier orbital gap: 9.10 eV
Electronic energy: -362.9122 a.u.
Highest occupied orbital energy: -8.556 eV
Spin multiplicity: 1
Net charge: 0
Molar mass: 103.12 g/mol
E_LUMO: 0.546 eV

Computed, not measured: a 2-piece molecular cluster, C4H9NO2 overall, with ωB97M-V with the def2-TZVPD basis set.

Structure (XYZ):
```
16
Properties=species:S:1:pos:R:3
C -2.01323 1.72827 -0.13068
C -1.39075 0.52290 -0.48841
O -1.58476 -0.43299 0.44825
H -1.60014 0.18516 -1.51781
H -2.04624 1.99073 0.91736
H -2.62628 2.30899 -0.80970
H -0.09205 0.67230 -0.62802
N 0.48575 -2.03360 0.64392
C 1.95779 -0.24234 0.54660
C 1.58091 0.10900 -0.72641
O 1.45363 -1.21535 1.28671
H 0.34884 -2.76813 1.33450
H -0.47250 -1.38360 0.57092
H 2.63334 0.36195 1.13684
H 1.20008 -0.67745 -1.36517
H 2.16562 0.87416 -1.21890
```

Frontier orbital gap (alpha / beta): 6.80 / 7.64 eV
Electronic energy: -362.7841 a.u.
Highest occupied orbital energy (alpha / beta): -8.489 / -8.467 eV
Spin multiplicity: 1
Net charge: 0
Molar mass: 103.12 g/mol
E_LUMO (alpha / beta): -1.690 / -0.826 eV

Computed, not measured: C4H9NO2 as an isolated structure, with ωB97M-V with the def2-TZVPD basis set.

Structure (XYZ):
```
16
Properties=species:S:1:pos:R:3
C -2.54516 0.38500 0.99961
O -1.34326 -0.26086 0.62668
C -0.72981 0.30921 -0.50624
C 0.71002 -0.26724 -0.79068
N 1.51782 -0.09856 0.38975
C 2.78977 -0.44881 -0.09664
O 3.29762 0.17911 -0.99469
H -2.38040 1.42647 1.32242
H -3.27789 0.39307 0.17723
H -2.96908 -0.17612 1.83763
H -0.58042 1.39954 -0.31095
H -1.38811 0.25750 -1.38802
H 1.11676 0.30708 -1.61243
H 1.35311 -1.42975 -1.18472
H 1.12717 -0.69570 1.11976
H 3.30186 -1.27996 0.41130
```

Frontier orbital gap: 10.48 eV
Electronic energy: -362.9443 a.u.
Highest occupied orbital energy: -9.509 eV
Spin multiplicity: 1
Net charge: 0
Molar mass: 103.12 g/mol
E_LUMO: 0.967 eV

Computed, not measured: a single C4H9NO2 molecule, with ωB97M-V with the def2-TZVPD basis set.

Structure (XYZ):
```
16
Properties=species:S:1:pos:R:3
N -1.79745 -1.04110 0.09506
C -1.39870 -0.06301 -0.78270
O -2.18032 0.78029 -1.18388
C 0.07844 -0.05030 -1.14930
C 0.91423 0.88393 -0.24517
C 1.44242 0.22415 1.02868
O 0.44570 -0.27203 1.90347
H -1.26420 -1.89435 0.20251
H -2.79864 -1.11995 0.20953
H 0.50339 -1.06560 -1.11940
H 0.10253 0.31739 -2.18074
H 1.77322 1.24487 -0.82470
H 0.32986 1.78128 0.00156
H 2.07902 -0.62526 0.73843
H 2.08663 0.94158 1.56241
H -0.42426 0.02743 1.61517
```

Frontier orbital gap: 10.76 eV
Electronic energy: -363.0606 a.u.
Highest occupied orbital energy: -9.970 eV
Spin multiplicity: 1
Net charge: 0
Molar mass: 103.12 g/mol
E_LUMO: 0.787 eV

Computed, not measured: a 2-piece molecular cluster, C4H9NO2 overall, with ωB97M-V with the def2-TZVPD basis set.

Structure (XYZ):
```
16
Properties=species:S:1:pos:R:3
N 2.29835 0.68027 0.53664
C 1.95707 -0.55542 0.09404
O 2.74042 -1.44017 -0.18490
C 0.44241 -0.73835 -0.03528
C -0.03079 0.46921 -0.80583
O -0.10586 1.58149 -0.31849
H 3.26825 0.94055 0.51369
H 1.59323 1.40636 0.56686
H -0.00672 -0.77014 0.96311
H 0.25008 -1.68483 -0.54526
H -0.21111 0.31379 -1.88198
C -2.46245 -0.24408 -0.63132
H -2.68135 -0.78993 0.28608
H -2.00253 -0.92720 -1.35982
H -3.33192 0.21907 -1.08291
H -1.84182 0.60072 -0.35431
```

Frontier orbital gap: 10.48 eV
Electronic energy: -363.0263 a.u.
Highest occupied orbital energy: -10.004 eV
Spin multiplicity: 1
Net charge: 0
Molar mass: 103.12 g/mol
E_LUMO: 0.475 eV

Computed, not measured: a single C4H9NO2 molecule, with ωB97M-V with the def2-TZVPD basis set.

Structure (XYZ):
```
16
Properties=species:S:1:pos:R:3
C 0.70216 -0.41080 -1.25716
C -0.33823 -0.95351 -0.24062
O -0.34968 -2.36308 -0.00586
C 0.05988 -0.23712 1.05139
C 0.20658 1.22781 0.66628
N -0.93398 1.93498 0.64587
O 1.25537 1.76611 0.30179
H 1.56530 -1.06948 -1.19668
H 1.27318 0.62688 -0.85920
H 0.28175 -0.48939 -2.27744
H -1.37277 -0.66909 -0.50581
H -0.06866 -2.81119 -0.81334
H -0.64364 -0.36952 1.88013
H 1.04009 -0.62038 1.34471
H -0.88189 2.86101 0.25209
H -1.79548 1.57675 1.01387
```

Frontier orbital gap: 10.54 eV
Electronic energy: -363.0216 a.u.
Highest occupied orbital energy: -9.715 eV
Spin multiplicity: 1
Net charge: 0
Molar mass: 103.12 g/mol
E_LUMO: 0.820 eV

Computed, not measured: a 2-piece molecular cluster, C4H9NO2 overall, with ωB97M-V with the def2-TZVPD basis set.

Structure (XYZ):
```
16
Properties=species:S:1:pos:R:3
C -0.99091 -0.85322 -0.22951
C -0.38222 0.33400 -0.25421
C -1.16172 1.61152 -0.34306
N 1.00335 0.45668 -0.57767
C 2.02111 -0.40229 -0.31371
O 1.98246 -1.41955 0.36121
H -2.02600 -0.93574 0.08118
H -0.50898 -1.76257 -0.55462
H -0.69468 2.49252 0.10632
H -2.16028 1.48295 0.08268
H -1.29444 1.80395 -1.41542
H 1.24657 1.25193 -1.14933
H 2.96232 -0.08890 -0.79485
O -0.26533 -1.58709 1.85464
H -0.27895 -0.61948 1.80451
H 0.54770 -1.76472 1.34184
```

Frontier orbital gap: 9.06 eV
Electronic energy: -363.0127 a.u.
Highest occupied orbital energy: -8.503 eV
Spin multiplicity: 1
Net charge: 0
Molar mass: 103.12 g/mol
E_LUMO: 0.560 eV

Computed, not measured: a single C4H9NO2 molecule, with ωB97M-V with the def2-TZVPD basis set.

Structure (XYZ):
```
16
Properties=species:S:1:pos:R:3
C 0.85018 -2.29944 -0.73102
C 1.12804 -1.24552 0.33224
N 0.72423 0.10080 -0.05967
C -0.57599 0.50781 -0.04684
O -1.49170 -0.18705 0.33624
O -0.71169 1.80431 -0.46615
C -1.48291 2.61212 0.42767
H 1.41748 -2.08742 -1.64278
H 1.12607 -3.30276 -0.38449
H -0.21457 -2.29416 -0.97512
H 0.61916 -1.50406 1.26257
H 2.19875 -1.22034 0.57355
H 1.39986 0.61776 -0.59512
H -1.49313 3.62491 0.01755
H -2.51024 2.25606 0.54894
H -0.98354 2.61697 1.40243
```

Frontier orbital gap: 10.76 eV
Electronic energy: -363.0603 a.u.
Highest occupied orbital energy: -9.834 eV
Spin multiplicity: 1
Net charge: 0
Molar mass: 103.12 g/mol
E_LUMO: 0.927 eV

Computed, not measured: a 2-piece molecular cluster, C4H9NO2 overall, with ωB97M-V with the def2-TZVPD basis set.

Structure (XYZ):
```
16
Properties=species:S:1:pos:R:3
C -1.55833 -0.26195 1.86772
O -0.91620 -0.84879 0.71657
C 0.33690 -0.38788 0.47491
C 1.23040 -1.20524 -0.53729
O 0.84268 0.47900 1.15179
H -2.57648 -0.66193 1.91227
H -1.01869 -0.54893 2.77535
H -1.60089 0.83131 1.82586
H 0.77185 -2.05293 -1.05833
H 1.75340 -0.62441 -1.31840
H 2.04987 -1.58800 0.07905
C 0.51933 1.50261 -1.55341
N -0.58319 1.07898 -1.10319
H 1.35611 1.55993 -0.84801
H 0.70609 1.78632 -2.58959
H -1.31286 0.94190 -1.79530
```

Frontier orbital gap: 10.72 eV
Electronic energy: -362.9970 a.u.
Highest occupied orbital energy: -9.702 eV
Spin multiplicity: 1
Net charge: 0
Molar mass: 103.12 g/mol
E_LUMO: 1.021 eV

Computed, not measured: C4H9NO2 as an isolated structure, with ωB97M-V with the def2-TZVPD basis set.

Structure (XYZ):
```
16
Properties=species:S:1:pos:R:3
C 1.92501 -0.86077 -0.92401
C 0.45002 0.24564 -1.06655
O -0.71920 -0.19671 -1.37701
C 0.79400 0.15451 0.30839
C -1.36195 0.89771 1.00573
O -1.22450 1.82994 1.79403
N -2.47292 0.09218 1.09036
H 1.82656 -1.80758 -0.39636
H 2.83448 -0.34067 -0.62803
H 2.00283 -1.07517 -1.99927
H 0.90380 1.00678 -1.70037
H -1.20240 0.36864 -0.32008
H 0.40640 -0.68675 0.86660
H 1.45024 0.84996 0.82175
H -3.25153 0.40823 1.63754
H -2.36085 -0.88594 0.88726
```

Frontier orbital gap: 8.28 eV
Electronic energy: -362.8591 a.u.
Highest occupied orbital energy: -7.875 eV
Spin multiplicity: 1
Net charge: 0
Molar mass: 103.12 g/mol
E_LUMO: 0.410 eV

Computed, not measured: C4H9NO2 as an isolated structure, with ωB97M-V with the def2-TZVPD basis set.

Structure (XYZ):
```
16
Properties=species:S:1:pos:R:3
C -0.58785 -0.83627 -1.05936
C -0.99326 -0.33969 1.38891
C 1.19631 1.57920 -0.12246
C -0.80299 0.16254 0.02932
N -2.54595 0.72701 -0.58279
O -3.40652 0.06990 -0.07413
O -0.21960 1.42346 -0.16693
H -0.79162 -1.87932 -0.56189
H 0.47934 -0.65801 -1.29127
H -1.30023 -0.59596 -1.88997
H -0.68171 0.19109 2.36144
H -0.56593 -1.39778 1.58979
H -2.20668 -0.38401 1.55098
H 1.61911 0.66482 -0.64027
H 1.57518 1.69835 0.83134
H 1.30025 2.43961 -0.74098
```

Frontier orbital gap (alpha / beta): 8.23 / 9.68 eV
Electronic energy: -362.8432 a.u.
Highest occupied orbital energy (alpha / beta): -7.426 / -10.513 eV
Spin multiplicity: 3
Net charge: 0
Molar mass: 103.12 g/mol
E_LUMO (alpha / beta): 0.806 / -0.837 eV

Computed, not measured: an isolated ion of composition C4H9NO2 and charge +1, with ωB97M-V with the def2-TZVPD basis set.

Structure (XYZ):
```
16
Properties=species:S:1:pos:R:3
C -1.43472 0.98825 -0.73669
N 0.01950 1.20914 -0.48005
C 0.84841 -0.08543 -0.23318
C -0.01136 -1.09700 0.63898
O -0.89035 -1.80061 -0.19302
C 2.17300 0.13243 0.54289
O 2.53633 -0.35743 1.56950
H -1.98235 1.90831 -0.99131
H -1.61259 0.47464 -1.57959
H -1.98787 0.48514 0.01111
H 0.07993 1.81862 0.34984
H 1.07418 -0.49611 -1.25765
H -0.54152 -0.56054 1.50414
H 0.64359 -1.91709 0.88209
H -1.79774 -1.46180 -0.18598
H 2.88358 0.75948 0.15894
```

Frontier orbital gap (alpha / beta): 10.85 / 5.73 eV
Electronic energy: -362.6304 a.u.
Highest occupied orbital energy (alpha / beta): -14.793 / -14.654 eV
Spin multiplicity: 2
Net charge: +1
Molar mass: 103.12 g/mol
E_LUMO (alpha / beta): -3.944 / -8.926 eV

Computed, not measured: a 3-piece molecular cluster, C4H9NO2 overall, with ωB97M-V with the def2-TZVPD basis set.

Structure (XYZ):
```
16
Properties=species:S:1:pos:R:3
C -1.73012 0.86195 0.80641
C -0.85848 1.48056 -0.14425
N 0.34004 0.83751 -0.10155
C 0.30471 -0.09599 0.86543
C -0.98791 -0.05081 1.49638
H -2.67089 1.32764 1.03735
H -0.89375 2.32626 -0.81820
H 1.20754 1.07312 -0.61286
H 1.15167 -0.57447 1.32696
H -1.40612 -0.73041 2.22378
H 3.76254 0.71536 -0.52111
H 2.96744 -0.01076 -1.59196
O 2.94602 0.78052 -1.03754
H -0.83473 -2.36911 -0.50140
H -1.93510 -3.16338 -1.12408
O -1.36286 -2.40800 -1.30336
```

Frontier orbital gap (alpha / beta): 11.29 / 7.41 eV
Electronic energy: -362.7464 a.u.
Highest occupied orbital energy (alpha / beta): -14.796 / -14.791 eV
Spin multiplicity: 2
Net charge: +1
Molar mass: 103.12 g/mol
E_LUMO (alpha / beta): -3.509 / -7.379 eV

Computed, not measured: a 3-piece molecular cluster, C4H9NO2 overall, with ωB97M-V with the def2-TZVPD basis set.

Structure (XYZ):
```
16
Properties=species:S:1:pos:R:3
C -0.48249 -0.50258 -2.05437
C 0.67993 0.27631 -1.96965
N 1.22832 0.00006 -0.74408
C 0.42284 -0.87823 -0.01150
C -0.64116 -1.26770 -0.86437
H -1.24723 -0.54854 -2.82819
H 0.97504 1.01035 -2.70463
H 1.88544 0.54960 -0.16006
H 0.68551 -1.20666 0.93778
H -1.32116 -2.09866 -0.57497
H -1.26907 -0.64730 1.58753
H -2.48322 0.09055 2.13608
O -1.62266 -0.21279 2.33710
H 1.34800 2.52545 1.89629
H 0.55621 1.20272 1.64396
O 1.28571 1.70744 1.37309
```

Frontier orbital gap (alpha / beta): 11.44 / 7.28 eV
Electronic energy: -362.7232 a.u.
Highest occupied orbital energy (alpha / beta): -15.396 / -15.344 eV
Spin multiplicity: 2
Net charge: +1
Molar mass: 103.12 g/mol
E_LUMO (alpha / beta): -3.959 / -8.067 eV

Q: Which relative energy (zero: lowest compared OMol25 entry of this formula, charge and spin) values were calculated for the entries above? A: 132.2; 108.8; 189.2; 88.6; 15.6; 37.2; 40.1; 45.7; 15.8; 55.6; 142.1; 0.0; 81.3; 8.6; 23.1, in kcal per mole.
Q: Which strongest force on any atom values were calculated for the entries above? A: 4.0; 4.7; 1.7; 4.4; 0.5; 0.8; 4.1; 1.1; 0.5; 0.9; 1.1; 4.7; 4.2; 1.5; 4.1, in eV/Å.